The molecule C22H25FN4O3 in a non-equilibrium geometry, computed with ωB97M-V/def2-TZVPD.

Last column: Löwdin charge in e.
CARTESIAN COORDINATES (ANGSTROEM)
C1 -3.174 -2.806 -3.230  -0.01
C2 -3.063 -1.622 -2.339  -0.31
C3 -2.364 -0.464 -2.453  0.04
C4 -2.657 0.292 -1.276  -0.10
C5 -2.132 1.579 -0.939  -0.29
N1 -2.332 2.264 0.150  0.10
N2 -1.598 3.389 0.046  0.10
C6 -0.986 3.347 -1.091  -0.36
C7 0.004 4.309 -1.625  -0.08
C8 1.437 3.856 -1.284  -0.08
C9 1.715 2.512 -1.945  -0.46
O1 2.112 2.474 -3.097  0.05
N3 1.460 1.381 -1.250  -0.05
C10 1.083 1.221 0.134  -0.12
C11 2.181 0.461 0.880  -0.15
N4 2.381 -0.832 0.254  -0.18
C12 3.274 -1.679 1.022  -0.15
C13 2.611 -2.147 2.290  -0.22
C14 3.323 -2.270 3.476  -0.05
C15 2.704 -2.726 4.628  -0.08
C16 1.361 -3.057 4.618  -0.02
C17 0.663 -2.924 3.431  -0.27
F1 -0.650 -3.242 3.404  0.05
C18 1.263 -2.481 2.270  0.04
C19 2.797 -0.655 -1.125  -0.16
C20 1.705 0.098 -1.880  -0.11
O2 -1.285 2.222 -1.778  0.14
C21 -3.520 -0.476 -0.529  -0.25
C22 -4.154 -0.221 0.785  0.01
O3 -3.763 -1.629 -1.175  0.10
H1 -2.538 -2.670 -4.100  0.08
H2 -4.204 -2.939 -3.558  0.09
H3 -2.872 -3.708 -2.701  0.09
H4 -1.723 -0.162 -3.255  0.12
H5 -0.189 5.287 -1.185  0.13
H6 -0.100 4.362 -2.710  0.13
H7 2.133 4.572 -1.723  0.12
H8 1.582 3.842 -0.205  0.11
H9 0.893 2.176 0.620  0.12
H10 0.163 0.624 0.179  0.13
H11 1.874 0.305 1.916  0.13
H12 3.110 1.062 0.875  0.13
H13 3.508 -2.557 0.410  0.13
H14 4.227 -1.173 1.259  0.13
H15 4.372 -2.011 3.498  0.11
H16 3.270 -2.819 5.542  0.10
H17 0.857 -3.410 5.503  0.12
H18 0.694 -2.384 1.360  0.13
H19 2.939 -1.637 -1.580  0.12
H20 3.745 -0.092 -1.200  0.13
H21 2.003 0.281 -2.913  0.12
H22 0.779 -0.486 -1.858  0.13
H23 -3.857 0.766 1.128  0.06
H24 -5.238 -0.273 0.698  0.09
H25 -3.840 -0.972 1.508  0.09

Calculated values
SMILES: Cc1cc(-c2nnc(CCC(=O)N3CCN(Cc4cccc(F)c4)CC3)o2)c(C)o1
Gap between HOMO and LUMO in eV: 8.9212
Molecular weight in g/mol: 412.46
Multiplicity: 1
HOMO in eV: -8.2


A structure of composition C54H62CsN3O4S2 in a non-equilibrium geometry, computed with ωB97M-V/def2-TZVPD.

Last column: Löwdin charge in e.
CARTESIAN COORDINATES (ANGSTROEM)
Cs1 1.076 0.666 -0.354  1.06
C1 -7.509 -0.966 -0.560  -0.05
C2 -6.582 -0.881 -1.782  -0.56
C3 -7.223 0.034 -2.835  -0.05
C4 -6.460 -2.283 -2.382  -0.07
C5 -5.228 -0.323 -1.357  -0.18
C6 -4.056 -1.002 -1.493  0.01
C7 -2.804 -0.431 -1.131  -0.18
N1 -1.621 -1.031 -1.323  0.15
C8 -1.411 -2.339 -1.383  -0.18
C9 -2.271 -3.327 -0.807  0.02
C10 -1.928 -4.640 -0.770  -0.17
C11 -0.657 -5.020 -1.309  0.00
C12 0.255 -4.168 -1.842  -0.07
C13 -0.138 -2.755 -2.025  -0.30
O1 0.491 -1.964 -2.731  0.01
C14 1.626 -4.715 -2.265  -0.53
C15 2.200 -5.588 -1.135  -0.05
C16 1.452 -5.575 -3.525  -0.05
C17 2.673 -3.637 -2.551  -0.07
C18 -2.786 -5.716 -0.114  -0.56
C19 -4.077 -5.140 0.468  -0.07
C20 -2.007 -6.391 1.024  -0.05
C21 -3.165 -6.771 -1.165  -0.05
C22 -2.737 0.945 -0.636  -0.31
O2 -1.651 1.474 -0.344  -0.17
C23 -4.023 1.637 -0.461  -0.08
C24 -5.172 0.993 -0.806  0.01
C25 -4.025 3.059 0.087  -0.53
C26 -3.239 3.980 -0.859  -0.04
C27 -3.389 3.083 1.486  -0.04
C28 -5.443 3.627 0.215  -0.08
H1 -8.487 -1.365 -0.846  0.08
H2 -7.663 0.015 -0.108  0.07
H3 -7.076 -1.619 0.200  0.09
H4 -8.197 -0.359 -3.143  0.08
H5 -6.583 0.106 -3.717  0.09
H6 -7.372 1.043 -2.449  0.07
H7 -7.449 -2.645 -2.676  0.08
H8 -6.043 -2.989 -1.661  0.07
H9 -5.822 -2.285 -3.267  0.09
H10 -4.037 -1.973 -1.968  0.10
H11 -3.153 -2.974 -0.294  0.10
H12 -0.387 -6.067 -1.227  0.09
H13 1.574 -6.450 -0.904  0.06
H14 2.318 -5.000 -0.223  0.10
H15 3.185 -5.963 -1.429  0.08
H16 0.770 -6.410 -3.345  0.07
H17 2.418 -5.979 -3.843  0.08
H18 1.046 -4.974 -4.342  0.09
H19 2.774 -2.948 -1.715  0.06
H20 2.424 -3.038 -3.421  0.08
H21 3.638 -4.130 -2.717  0.08
H22 -3.870 -4.403 1.245  0.09
H23 -4.669 -5.944 0.913  0.08
H24 -4.683 -4.661 -0.303  0.07
H25 -1.716 -5.656 1.776  0.10
H26 -1.098 -6.873 0.663  0.07
H27 -2.624 -7.156 1.505  0.08
H28 -3.737 -6.313 -1.975  0.09
H29 -3.772 -7.560 -0.713  0.08
H30 -2.279 -7.234 -1.602  0.07
H31 -6.113 1.515 -0.682  0.08
H32 -2.201 3.661 -0.936  0.08
H33 -3.266 5.008 -0.487  0.07
H34 -3.688 3.971 -1.856  0.09
H35 -2.352 2.758 1.450  0.08
H36 -3.938 2.425 2.164  0.09
H37 -3.429 4.096 1.896  0.07
H38 -5.947 3.687 -0.753  0.08
H39 -5.384 4.638 0.624  0.08
H40 -6.060 3.030 0.891  0.08
O3 3.562 -0.785 -1.174  -0.62
S1 4.973 -1.192 -1.376  0.95
C29 5.941 0.348 -1.420  -0.32
C30 6.036 1.105 -0.104  -0.24
C31 6.406 2.579 -0.298  -0.23
C32 5.371 3.454 -0.995  -0.33
S2 3.630 3.485 -0.363  0.89
O4 3.267 2.045 -0.567  -0.83
C33 4.141 3.653 1.350  -0.41
C34 3.867 2.617 2.226  -0.07
C35 4.245 2.733 3.556  -0.05
C36 4.880 3.885 4.001  -0.10
C37 5.134 4.925 3.116  -0.10
C38 4.764 4.812 1.784  -0.10
C39 5.557 -1.807 0.204  -0.39
C40 4.703 -1.742 1.289  -0.06
C41 5.137 -2.210 2.524  -0.06
C42 6.413 -2.738 2.650  -0.09
C43 7.261 -2.811 1.548  -0.11
C44 6.830 -2.351 0.314  -0.11
H41 5.399 0.921 -2.175  0.08
H42 6.924 0.083 -1.825  0.09
H43 6.789 0.631 0.531  0.12
H44 5.080 1.031 0.409  0.08
H45 7.347 2.637 -0.863  0.11
H46 6.613 3.006 0.686  0.10
H47 5.230 3.169 -2.041  0.07
H48 5.699 4.499 -0.990  0.07
H49 3.338 1.736 1.882  0.09
H50 4.016 1.923 4.237  0.11
H51 5.164 3.979 5.043  0.09
H52 5.616 5.831 3.466  0.09
H53 4.947 5.627 1.092  0.11
H54 3.703 -1.331 1.195  0.07
H55 4.442 -2.143 3.354  0.06
H56 6.754 -3.102 3.613  0.09
H57 8.254 -3.232 1.651  0.09
H58 7.479 -2.412 -0.554  0.10
N2 2.239 -1.287 3.619  -0.20
C45 1.760 -0.693 2.734  -0.42
N3 -2.250 10.433 3.731  0.11
C46 -1.732 9.506 3.282  -0.22
C47 -1.083 8.361 2.726  -0.27
C48 -1.834 7.331 2.149  -0.04
C49 -1.202 6.230 1.613  -0.02
C50 0.200 6.110 1.627  -0.25
C51 0.937 7.156 2.217  -0.03
C52 0.311 8.259 2.757  -0.05
C53 0.850 4.979 1.078  -0.17
C54 1.452 3.980 0.676  -0.08
H59 -2.914 7.403 2.129  0.11
H60 -1.776 5.430 1.172  0.08
H61 2.015 7.069 2.247  0.11
H62 0.893 9.052 3.208  0.11

Calculated values
Charge: -2
Gap between HOMO and LUMO (alpha / beta) in eV: 5.7466 / 5.6864
Molecular weight in g/mol: 1014.15
Multiplicity: 1
HOMO (alpha / beta) in eV: -2.3 / -2.2


The molecule C5H6O in a non-equilibrium geometry, computed with ωB97M-V/def2-TZVPD.

Last column: Löwdin charge in e.
CARTESIAN COORDINATES (ANGSTROEM)
C1 -2.553 0.171 0.396  0.02
C2 -1.262 0.139 0.183  -0.14
C3 0.237 0.221 0.424  -0.18
C4 1.285 0.343 -0.676  -0.10
C5 1.282 -0.833 0.207  -0.14
O1 -2.072 0.480 -0.929  -0.09
H1 -3.566 0.429 0.717  0.11
H2 0.519 0.727 1.261  0.10
H3 0.956 0.279 -1.688  0.10
H4 2.125 1.019 -0.606  0.10
H5 1.995 -1.126 0.939  0.09
H6 1.053 -1.848 -0.229  0.12

Calculated values
SMILES: C1=C(C2CC2)O1
Gap between HOMO and LUMO in eV: 8.5418
Molecular weight in g/mol: 82.10
Multiplicity: 1
HOMO in eV: -7.5


Computed ΔE to the lowest compared entry with this formula, charge and spin, in the same sequence as the records: 161.1; 43.1; 513.6 kJ/mol.